The following is a DFT calculation (ωB97M-V/def2-TZVPD) of one molecule with the formula C15H11FN2O3 at a distorted geometry.

Each line ends with the Löwdin charge.
Positions of all 32 atoms, in Å:
O (-3.389, -1.917, -1.477)  0.141
C (-2.832, -1.086, -0.820)  -0.379
C (-1.806, -1.068, -0.055)  -0.428
C (-1.117, -2.335, -0.077)  0.062
C (0.109, -2.310, 0.730)  0.166
C (-0.023, -0.715, 1.221)  -0.015
C (0.733, 0.082, 2.138)  -0.073
O (1.550, 0.895, 1.287)  0.021
C (2.557, 0.615, 0.580)  -0.272
C (3.254, 1.771, -0.372)  0.019
C (4.231, 1.452, -0.964)  -0.158
C (4.773, 0.134, -1.137)  -0.133
F (5.991, -0.102, -1.813)  0.000
C (4.171, -0.766, -0.101)  -0.041
C (3.167, -0.481, 0.575)  -0.155
O (-1.159, -0.307, 0.505)  0.153
N (-3.495, 0.225, -0.656)  -0.044
C (-4.728, 0.475, -1.335)  -0.126
C (-5.118, 1.554, -0.985)  -0.103
C (-4.225, 1.945, 0.202)  -0.074
N (-3.381, 0.945, 0.426)  0.075
H (-1.286, -3.392, -0.560)  0.158
H (0.872, -2.693, 1.095)  -0.015
H (1.398, -0.503, 2.764)  0.143
H (0.182, 0.690, 2.708)  0.104
H (2.726, 2.800, -0.340)  0.153
H (4.706, 1.983, -1.710)  0.109
H (4.744, -1.667, -0.491)  0.146
H (2.706, -1.332, 1.306)  0.174
H (-5.167, -0.181, -2.063)  0.131
H (-6.028, 2.361, -1.224)  0.169
H (-4.117, 2.928, 0.644)  0.090

Output
gap between HOMO and LUMO	0.270	Ha
net charge	0
energy above the lowest of the compared OMol25 structures with the same formula, charge and spin	314.69	kcal/mol
calculated total energy	-27558.461	eV
M	286.262	u
HOMO energy	-7.978	eV